Record 1
A structure of composition C30H48N6O3RuSSi, computed with ωB97M-V with the def2-TZVPD basis set.

Computed properties:
Net charge: +1
F_max, hartree/bohr: 0.00874
2S+1: 2
LUMO energy (spin up / spin down), eV: -2.306 / -2.328
Expectation value of S²: 0.756
Energy above the lowest of the compared OMol25 structures with the same formula, charge and spin, kJ/mol: 6.6
E, Eh: -2508.7358
Kohn-Sham gap (spin up / spin down), Eh: 0.28901 / 0.27872

Positions of all 90 atoms, in Å:
Ru (-0.189, -0.274, 0.273)
N (-0.896, 1.652, 0.923)
C (-1.695, 2.311, -0.131)
C (-3.087, 2.737, 0.349)
C (-3.989, 1.666, 0.960)
C (-4.426, 0.533, 0.040)
N (-5.049, 1.027, -1.189)
C (-4.854, 0.554, -2.411)
N (-5.571, 1.053, -3.427)
N (-4.035, -0.475, -2.639)
C (-1.810, 1.447, -1.396)
O (-2.305, 1.943, -2.395)
O (-1.420, 0.205, -1.331)
H (-1.282, 1.809, 1.850)
H (0.046, 2.037, 0.960)
H (-1.208, 3.237, -0.443)
H (-3.571, 3.210, -0.507)
H (-2.955, 3.525, 1.095)
H (-4.875, 2.163, 1.367)
H (-3.504, 1.198, 1.820)
H (-5.140, -0.106, 0.564)
H (-3.575, -0.089, -0.220)
H (-5.676, 1.811, -1.098)
H (-6.184, 1.836, -3.281)
H (-5.265, 0.898, -4.372)
H (-3.210, -0.587, -2.055)
H (-3.898, -0.742, -3.600)
C (3.824, -1.238, -1.371)
N (2.755, -0.787, -2.249)
C (2.892, 0.052, -3.337)
C (1.656, 0.264, -3.837)
N (0.792, -0.471, -3.056)
C (1.463, -1.109, -2.079)
S (0.802, -2.130, -0.859)
H (4.695, -0.611, -1.535)
H (4.067, -2.280, -1.574)
H (3.484, -1.133, -0.346)
H (3.851, 0.425, -3.649)
H (1.323, 0.868, -4.661)
H (-0.217, -0.431, -3.059)
C (-2.685, -2.778, -0.397)
C (-1.970, -2.707, 0.948)
C (-2.838, -3.341, 2.037)
C (-1.595, -1.289, 1.372)
H (-2.858, -3.816, -0.686)
H (-2.096, -2.306, -1.185)
H (-3.669, -2.300, -0.339)
H (-1.052, -3.298, 0.872)
H (-3.782, -2.798, 2.141)
H (-2.335, -3.326, 3.004)
H (-3.077, -4.378, 1.795)
H (-1.114, -1.337, 2.352)
H (-2.502, -0.687, 1.503)
C (1.482, 2.544, 3.653)
C (1.550, 1.088, 4.125)
C (2.387, 1.026, 5.409)
C (0.125, 0.634, 4.463)
Si (2.235, -0.089, 2.780)
O (1.402, 0.120, 1.388)
C (2.143, -1.848, 3.442)
C (2.988, -2.233, 4.491)
C (2.944, -3.513, 5.021)
C (2.057, -4.449, 4.505)
C (1.225, -4.098, 3.454)
C (1.274, -2.811, 2.933)
C (4.078, 0.207, 2.475)
C (4.865, -0.887, 2.091)
C (6.223, -0.759, 1.837)
C (6.840, 0.476, 1.974)
C (6.091, 1.572, 2.374)
C (4.731, 1.433, 2.623)
H (0.995, 3.159, 4.417)
H (0.910, 2.650, 2.730)
H (2.464, 2.978, 3.470)
H (1.999, 1.740, 6.144)
H (3.436, 1.273, 5.231)
H (2.347, 0.036, 5.863)
H (-0.333, 1.327, 5.178)
H (0.114, -0.362, 4.910)
H (-0.508, 0.603, 3.575)
H (3.708, -1.527, 4.891)
H (3.608, -3.785, 5.832)
H (2.024, -5.450, 4.916)
H (0.544, -4.827, 3.033)
H (0.638, -2.559, 2.094)
H (4.412, -1.870, 2.021)
H (6.804, -1.628, 1.553)
H (7.901, 0.580, 1.788)
H (6.566, 2.536, 2.503)
H (4.182, 2.308, 2.942)

=====

Record 2
A cluster of 2 separate species, C15H18O in total at a distorted geometry, computed with ωB97M-V with the def2-TZVPD basis set.

Computed properties:
Net charge: 0
F_max, hartree/bohr: 0.10967
2S+1: 1
LUMO energy, eV: 0.745
Energy above the lowest of the compared OMol25 structures with the same formula, charge and spin, kJ/mol: 330.2
E, Eh: -657.4913
Kohn-Sham gap, Eh: 0.32012
SMILES: CCc1ccc(O)cc1.Cc1ccccc1

Positions of all 34 atoms, in Å:
C (-0.904, 2.431, 0.211)
C (-1.262, 3.967, 0.177)
C (0.463, 2.004, 0.112)
C (1.173, 1.979, -1.108)
C (1.006, 1.681, 1.419)
C (2.510, 2.061, -0.925)
C (2.431, 1.836, 1.474)
C (3.085, 2.195, 0.322)
O (4.259, 2.840, 0.551)
H (-1.434, 1.986, 1.137)
H (-1.338, 2.001, -0.589)
H (-0.149, 4.458, 0.195)
H (0.563, 2.302, -1.945)
H (0.317, 1.471, 2.241)
H (3.198, 2.140, -1.807)
H (2.873, 1.531, 2.341)
H (4.708, 2.972, -0.353)
H (-1.742, 4.097, 1.200)
H (-1.877, 4.259, -0.612)
C (-0.323, -4.473, -1.820)
C (-1.940, -1.935, 1.175)
C (-1.237, -1.467, 0.115)
C (-2.230, -3.295, 1.217)
C (-0.912, -2.303, -0.907)
C (-1.571, -4.202, 0.403)
C (-0.947, -3.709, -0.735)
H (-2.383, -1.305, 1.993)
H (-0.961, -0.475, -0.072)
H (-2.838, -3.576, 2.057)
H (-0.547, -1.956, -1.868)
H (-1.489, -5.224, 0.697)
H (0.499, -4.066, -2.380)
H (-1.128, -4.903, -2.532)
H (0.124, -5.324, -1.384)

=====

Record 3
A structure of composition C15H18N2O at a distorted geometry, computed with ωB97M-V with the def2-TZVPD basis set.

Computed properties:
Net charge: 0
F_max, hartree/bohr: 0.26436
2S+1: 1
LUMO energy, eV: 0.591
Energy above the lowest of the compared OMol25 structures with the same formula, charge and spin, kJ/mol: 1142.1
E, Eh: -766.7503
Kohn-Sham gap, Eh: 0.34745

Positions of all 36 atoms, in Å:
N (-3.354, -3.259, -0.116)
C (-3.459, -2.713, -1.112)
C (-3.486, -1.919, -2.178)
H (-3.198, -2.395, -3.164)
H (-4.290, -1.368, -2.526)
C (-2.317, -0.538, -2.165)
O (-2.604, 0.697, -2.550)
N (-1.058, -1.121, -1.627)
H (-0.946, -2.022, -1.247)
C (-0.063, -0.140, -1.477)
H (0.860, -0.573, -1.757)
H (-0.194, 0.762, -1.789)
C (0.378, 0.061, -0.147)
C (1.442, 1.031, 0.288)
C (1.989, 1.324, 1.430)
C (2.928, 2.426, 1.716)
C (3.547, 2.927, 0.463)
C (3.180, 2.609, -0.687)
C (2.105, 1.476, -0.826)
H (1.816, 1.480, -1.800)
H (3.792, 2.899, -1.553)
H (4.423, 3.665, 0.923)
H (3.219, 2.531, 2.816)
H (1.347, 1.122, 2.463)
C (-0.764, 0.346, 0.918)
H (-0.841, 1.565, 1.148)
H (-1.799, 0.623, 0.032)
C (-1.110, -0.454, 2.167)
H (-2.150, -0.285, 2.359)
H (-0.608, 0.071, 2.881)
C (-0.506, -1.766, 1.654)
H (-1.169, -2.275, 0.927)
H (-0.280, -2.338, 2.442)
C (0.713, -1.229, 0.607)
H (1.578, -1.103, 1.317)
H (0.880, -2.118, 0.167)

=====

Record 4
A structure of composition C8H7I2O3 at a distorted geometry, computed with ωB97M-V with the def2-TZVPD basis set.

Computed properties:
Net charge: -1
F_max, hartree/bohr: 0.10370
2S+1: 1
LUMO energy, eV: 2.505
Energy above the lowest of the compared OMol25 structures with the same formula, charge and spin, kJ/mol: 48.3
E, Eh: -1130.1302
Kohn-Sham gap, Eh: 0.25343

Positions of all 20 atoms, in Å:
C (-0.987, 1.526, -0.180)
C (-1.412, -0.741, 0.118)
C (-1.914, 0.466, -0.063)
C (0.323, 1.561, -0.162)
C (-0.099, -0.600, 2.188)
C (-0.022, -0.956, 0.504)
C (1.044, -0.220, -0.354)
C (1.055, -0.429, -1.834)
O (-1.033, 0.090, 2.484)
O (0.903, -1.114, 2.768)
O (2.283, -0.383, 0.173)
I (-3.961, 0.725, -0.511)
I (1.672, 3.093, -0.384)
H (-1.454, 2.453, -0.386)
H (-2.028, -1.563, 0.467)
H (0.316, -2.043, 0.615)
H (0.577, 0.421, -2.338)
H (0.501, -1.310, -2.141)
H (2.104, -0.627, -2.167)
H (2.134, -0.346, 1.205)

=====

Which formula does entry 4 have?
C8H7I2O3

=====

Look up the E of the first one.
-2508.7358 Eh

=====

Which of these has the lowest net charge?
C8H7I2O3

=====

Which of these has the lowest F_max?
C30H48N6O3RuSSi